Entry from the Open Molecules 2025 dataset: a cluster of 16 separate species, C50H127N5O16 in total at a distorted geometry (ωB97M-V/def2-TZVPD).

Properties
* frontier orbital gap: 8.295 eV
* E_tot: -94111.6969 eV
* lowest unoccupied orbital energy: 0.15 eV

The geometry in XYZ format:
```
198
Properties=species:S:1:pos:R:3:forces:R:3:mulliken_charge:R:1
C 3.209965 2.960424 4.471287 0.5176 -0.4696 0.4796 -0.298
O 3.936911 2.740131 3.259342 -0.1549 0.4588 0.2532 -0.487
H 2.838316 3.982465 4.557310 -0.2821 -0.0889 -0.2122 0.294
H 2.426543 2.209805 4.536296 -0.2180 0.2309 -0.1785 -0.050
H 3.858233 2.774675 5.334299 0.0121 0.0355 -0.0094 0.374
H 4.650287 3.385542 3.288039 0.1169 -0.1717 -0.3430 0.248
C -0.594302 0.679297 7.474600 -0.0756 0.1640 -1.0648 -0.301
O -0.474018 -0.479522 8.259460 0.0783 0.1036 0.4106 -0.500
H 0.381846 1.123497 7.276977 0.1503 -0.2364 0.4203 0.170
H -0.966633 0.421740 6.474220 -0.1601 0.0804 0.0389 -0.027
H -1.240656 1.459721 7.890414 -0.0333 -0.1504 0.2221 0.371
H -1.314003 -0.943167 8.239514 -0.0168 0.0109 0.0343 0.304
C 2.721319 -6.707352 4.282339 -0.5986 0.1581 -1.3163 -0.656
O 2.963765 -5.689554 3.299476 -0.2169 0.1544 0.7190 -0.291
H 3.558722 -6.768086 4.969223 0.0825 -0.0645 -0.1269 0.241
H 1.794590 -6.518085 4.835596 0.0863 0.0730 0.1704 0.212
H 2.562691 -7.611764 3.687249 0.2789 -0.4841 0.6782 0.326
H 2.331722 -5.825703 2.577528 0.4876 0.2689 -0.0076 0.198
C -3.280976 -2.884504 -1.881286 -0.4947 -0.8148 0.9789 -0.792
O -1.949297 -3.376628 -1.764596 0.0598 0.3111 -0.4533 -0.275
H -3.633786 -2.619061 -0.876901 -0.1086 0.3196 -0.1435 0.191
H -3.400809 -2.032308 -2.546042 0.4944 -0.0546 -0.1009 0.218
H -3.927053 -3.706157 -2.205824 -0.1510 0.2654 -0.3055 0.460
H -2.046381 -4.282642 -1.460157 0.2506 -0.0240 0.0152 0.235
C 1.329425 -4.742194 -2.702282 -0.5673 -0.9893 -1.3599 -0.313
O 1.315187 -6.151585 -2.360720 0.2932 0.7401 0.3800 -0.572
H 0.682004 -4.179386 -2.035967 0.2869 0.0326 0.1954 -0.069
H 2.340973 -4.355948 -2.834416 -0.0085 0.1226 0.5746 0.244
H 0.875921 -4.740086 -3.701188 -0.1238 0.7345 0.1005 0.412
H 1.675553 -6.549277 -3.157384 0.0380 -0.5184 0.2649 0.323
O 2.015645 -6.334890 0.765572 -0.3614 -0.1497 0.0637 -0.666
H 1.654052 -6.152673 -0.113469 0.1511 -0.0787 -0.1197 0.189
H 1.360339 -6.911929 1.177340 0.0223 -0.0890 -0.2626 0.320
O 3.445504 -3.568157 5.180679 -0.0794 -0.1196 0.0519 -0.738
H 4.052306 -3.356080 4.452028 -0.1013 0.0075 -0.0039 0.314
H 2.856613 -4.240930 4.812843 0.2791 0.0752 -0.2247 0.329
O 0.189722 -3.815777 4.891479 -0.1463 -0.3348 -0.1035 -0.455
H -0.094717 -4.561727 5.430923 0.0648 0.0304 -0.0361 0.253
H -0.316242 -3.067660 5.226489 0.2698 0.0545 0.1930 0.231
O 3.940624 -0.024482 2.236290 0.0015 0.2224 -0.0714 -0.659
H 4.005177 0.918061 2.457333 0.0081 -0.1403 0.0368 0.264
H 3.058041 -0.294101 2.524242 0.0185 -0.0559 -0.0401 0.157
O 5.069719 -2.807255 2.589496 -0.0016 -0.2373 -0.0842 -0.648
H 5.926737 -2.381243 2.493894 -0.0737 0.0807 0.0957 0.235
H 4.469879 -2.261561 2.063469 0.1394 0.1935 0.2712 0.372
O 1.816267 -1.459984 6.097115 -0.3278 -0.1036 0.3187 -0.713
H 2.162316 -2.354905 5.905047 0.2229 0.5680 -0.0836 0.395
H 1.804618 -1.023340 5.241244 0.1782 -0.2538 -0.1351 0.148
C -3.953551 6.780008 1.265747 0.1790 2.1670 0.8873 -2.110
C -2.966536 5.764424 1.788591 0.5429 -1.0927 -0.2635 2.154
C -3.157868 4.541357 0.861486 -0.6289 -1.8497 0.2624 -1.447
C -1.974829 3.568328 0.796139 -1.0325 -0.2568 0.0116 0.522
C -0.638682 4.230465 0.559256 -0.4467 -0.4367 0.7580 -1.580
C -0.394992 5.396475 1.550007 0.4296 -0.9894 0.9646 2.082
N -1.569000 6.233854 1.729917 -0.3492 0.4921 -2.4116 0.068
O -1.294405 7.405481 2.451113 -0.4200 -0.6797 0.5504 -0.454
C 0.039327 4.781451 2.919109 0.3027 0.2531 0.2566 -1.687
C 0.794857 6.170328 0.986355 -0.5760 0.8248 -1.0301 -1.941
C -3.289874 5.320601 3.229515 -0.4217 -0.1097 0.7457 -1.591
H -4.986956 6.471618 1.416228 0.0332 -0.3275 -0.3873 0.343
H -3.730217 7.142608 0.262725 -0.1179 -0.7504 -0.2912 0.459
H -3.884002 7.734687 1.807774 0.0675 -0.2566 0.3943 0.405
H -4.004469 3.958317 1.262731 0.2884 0.0344 0.8331 0.086
H -3.673380 4.580598 -0.105929 0.9760 1.5871 -0.4639 0.403
H -2.193250 2.833995 0.013805 0.1362 0.0485 -0.0895 0.600
H -2.002183 2.964239 1.707935 0.4543 0.2149 0.1782 -0.364
H -0.521499 4.459278 -0.500929 -0.0120 0.5561 0.0919 0.412
H 0.108067 3.473346 0.809687 0.2608 0.1576 -0.2853 0.263
H 0.682442 3.910524 2.784556 0.1923 0.1493 -0.0066 0.197
H 0.588227 5.544364 3.478592 0.1846 -0.0911 -0.0399 0.580
H -0.751331 4.472951 3.603012 -0.3205 -0.0799 -0.3889 0.171
H 0.410557 6.727493 0.124020 0.0400 -0.0838 -0.0861 0.502
H 1.249907 6.945444 1.600849 -0.0381 -0.3698 0.4554 0.341
H 1.536995 5.483179 0.580845 0.1631 -0.0464 0.3399 0.346
H -4.358761 5.154343 3.385981 -0.0631 0.3218 -0.0989 0.431
H -2.944741 6.028684 3.989964 -0.2739 0.3480 -0.1881 0.309
H -2.842108 4.389565 3.584635 0.2394 -0.1608 -0.6987 0.302
H -1.384945 7.126503 3.380223 0.2018 0.4027 -0.0185 0.362
C 0.114786 0.699723 3.466399 0.6114 -0.4274 1.4706 -1.280
C -0.248043 -0.434241 2.503173 0.8127 0.6721 -0.0135 2.453
C -0.670579 0.307401 1.214714 -1.9864 -1.2652 -0.4438 -0.586
C -0.888442 -0.640336 0.033872 0.5800 0.7259 0.0232 -0.601
C 0.464230 -1.283512 -0.231674 -0.8262 -0.6395 -1.1530 -0.477
C 0.948585 -2.090657 0.976307 1.1942 -0.6762 -0.7409 1.979
N 0.946660 -1.211871 2.141878 0.3366 1.1135 -0.7884 1.176
O 1.683422 -1.734587 3.215545 -0.4393 -0.4896 -0.0205 1.337
C 0.157394 -3.399531 1.117811 -1.1341 0.2255 -0.2514 -0.361
C 2.401631 -2.489474 0.649741 0.2400 -0.1783 -0.5958 -1.976
C -1.305907 -1.298636 3.204825 -0.6006 -0.2077 -1.4053 -1.505
H 0.788322 1.474822 3.101779 -0.2480 -0.0204 -0.5434 0.037
H 0.625872 0.316000 4.357541 0.0183 -0.2597 -0.1228 -0.341
H -0.777527 1.134353 3.923004 -0.1554 0.2420 -0.5105 0.514
H -1.647548 0.744707 1.442536 0.2209 0.4846 0.0863 0.130
H 0.026419 1.048074 0.828207 0.2331 0.2082 0.7590 0.025
H -1.216615 -0.107379 -0.864109 0.0993 0.2536 0.1077 0.056
H -1.700569 -1.350314 0.207816 0.3004 -0.3039 0.2097 -0.321
H 1.257037 -0.625102 -0.601445 -0.1939 0.7283 0.7545 0.538
H 0.319803 -1.839735 -1.169291 0.1331 -0.9851 0.5578 -0.650
H 0.260366 -3.883784 2.090223 0.0975 -0.0314 -0.0087 -0.196
H -0.902918 -3.198761 0.935316 -0.0398 -0.0109 0.3714 0.160
H 0.378914 -4.111131 0.322912 0.5454 0.0156 0.1109 -0.188
H 3.040525 -1.619202 0.488536 -0.0694 0.1259 0.3258 0.362
H 2.890388 -3.200151 1.317214 -0.2879 0.1224 0.3334 0.601
H 2.396337 -3.010006 -0.313226 -0.1703 -0.0029 -0.0364 -0.126
H -1.604170 -2.141926 2.578300 0.2394 -0.0740 -0.0013 0.129
H -2.256099 -0.778588 3.342398 0.2292 0.2964 0.5375 0.418
H -0.882920 -1.718278 4.108030 -0.1498 0.3395 0.2636 -0.470
H 1.430706 -2.672797 3.298152 0.0396 0.1507 0.4547 -0.341
C -9.108582 -0.433226 3.518909 0.2035 -0.7001 0.3865 -1.948
C -8.537034 -0.205316 2.129139 -1.4618 0.2408 -0.9708 1.543
C -8.537871 1.318713 1.905308 1.0556 1.0564 -0.3185 -1.224
C -7.726663 1.798456 0.697883 0.5942 -1.1615 0.8584 -0.999
C -6.320949 1.202682 0.796468 -0.6338 -0.2670 -1.0737 -1.279
C -6.280286 -0.326357 0.979140 1.9892 -0.3157 0.0252 2.201
N -7.185154 -0.736209 2.046084 0.5522 0.9098 0.7844 0.249
O -7.099041 -2.127036 2.345884 -0.7264 0.7975 -1.0204 -0.425
C -6.362317 -1.104292 -0.360456 -1.4201 0.6186 0.2302 -1.946
C -4.840314 -0.586651 1.503921 -0.3200 -0.9279 0.4004 -2.458
C -9.504378 -0.793932 1.058305 0.8674 -0.1201 0.2817 -1.602
H -8.343957 -0.160071 4.247588 -0.1544 0.1661 0.0930 0.471
H -10.029053 0.122795 3.694186 0.1011 0.2271 -0.1387 0.371
H -9.353334 -1.481476 3.704788 0.1180 -0.0360 -0.1308 0.352
H -9.508080 1.785494 1.720056 -0.4304 -0.7093 0.6545 0.456
H -8.096142 1.800671 2.783733 -0.1260 -0.0544 0.1185 0.366
H -8.216781 1.424840 -0.204146 0.0770 0.3744 -0.2011 0.374
H -7.647035 2.884387 0.715716 -0.2553 0.0285 -0.3040 0.426
H -5.723882 1.650237 1.589638 -0.1609 0.2183 0.0363 0.465
H -5.853201 1.395131 -0.174474 0.4787 0.0750 0.2326 0.397
H -7.238513 -0.754783 -0.914257 0.0064 -0.1717 -0.1613 0.415
H -6.499360 -2.168387 -0.166187 0.2520 -0.0635 -0.1563 0.480
H -5.508872 -0.927501 -1.010785 0.2075 -0.0726 0.2428 0.324
H -4.069990 -0.313718 0.781233 -0.0665 0.5098 0.0981 0.217
H -4.663311 -1.649231 1.698411 -0.2535 -0.0681 -0.0984 0.501
H -4.747025 -0.114746 2.482746 0.3168 0.3029 -0.1762 0.703
H -9.058750 -0.718461 0.067012 -0.1602 0.2033 -0.0685 0.325
H -9.664198 -1.860854 1.229200 -0.4238 0.0788 0.1099 0.418
H -10.415531 -0.202236 1.096459 -0.2785 -0.4179 -0.1034 0.407
H -7.592163 -2.488194 1.589686 0.1535 -0.6847 0.3555 0.387
C 0.256941 2.327093 -6.911153 -0.8197 0.4721 -0.2802 -1.833
C 1.153942 1.988716 -5.714131 -0.3746 0.0213 -0.2117 1.525
C 0.710868 2.746125 -4.425750 -0.6581 0.5641 -0.8612 -1.342
C -0.577349 2.207162 -3.808826 1.0521 -0.8808 -0.6818 -0.869
C -0.460234 0.699345 -3.564048 0.3518 0.7230 0.0531 -0.160
C 0.014637 -0.116151 -4.791393 -0.0369 -0.5413 0.4472 1.393
N 1.165991 0.548560 -5.404116 0.5518 0.1514 0.8366 1.263
O 1.623301 -0.212262 -6.520392 -0.1948 0.1116 0.2262 -0.675
C 0.470176 -1.493448 -4.245337 -0.0502 -0.0453 -0.1933 -1.463
C -1.207530 -0.299914 -5.675667 -0.8133 1.0046 -0.5655 -1.873
C 2.579346 2.423719 -6.054348 0.8563 -0.6501 0.3876 -1.617
H 0.596388 3.262663 -7.358315 0.0226 -0.0642 -0.1225 0.477
H -0.797061 2.492797 -6.667627 0.1046 0.0542 0.3374 0.387
H 0.201957 1.563321 -7.687725 0.5549 -0.1044 0.0853 0.276
H 1.545382 2.877757 -3.737753 -0.0363 -0.3126 0.1286 0.325
H 0.386321 3.740674 -4.753275 0.6733 0.2204 -0.0815 0.317
H -1.327061 2.398824 -4.579590 -0.4482 0.0372 0.4521 0.359
H -0.796263 2.730096 -2.878861 -0.2499 0.0660 -0.0840 0.171
H -1.452212 0.385577 -3.233634 0.2020 -0.5893 0.0722 0.347
H 0.277668 0.538019 -2.773151 -0.1659 -0.0115 0.1814 -0.108
H -0.419282 -1.984420 -3.845147 0.1431 -0.1382 0.2079 0.249
H 0.909852 -2.169037 -4.982643 -0.3110 0.1862 -0.3793 0.641
H 1.240494 -1.427917 -3.471981 -0.1963 0.3779 0.1802 -0.357
H -1.579989 0.693539 -5.943434 -0.0293 -0.0166 0.0332 0.409
H -1.122316 -0.795217 -6.642418 0.4469 -0.4311 0.2832 0.382
H -2.019067 -0.720445 -5.079718 0.0904 -0.4113 -0.1560 0.344
H 3.069239 1.768491 -6.777397 -0.3248 -0.1408 -0.0699 0.383
H 3.168776 2.329067 -5.140482 0.0917 0.1419 -0.0571 0.013
H 2.719806 3.426311 -6.456010 -0.5415 0.1747 0.2264 0.512
H 2.346430 -0.702247 -6.110976 0.1147 -0.0178 -0.3288 0.304
C 7.808502 -0.831177 -5.402745 0.5235 -0.9504 0.4301 -1.760
C 7.443705 -0.511906 -3.931779 0.6520 0.4582 -1.1516 1.559
C 6.866334 0.909658 -3.854696 -0.8979 -0.4451 0.8249 -1.630
C 5.413834 0.980794 -4.326947 0.8813 -0.1127 -0.8709 -0.637
C 4.586378 -0.028496 -3.567786 -0.0758 -0.0310 0.5888 -0.327
C 5.069517 -1.497214 -3.612258 0.1168 1.0476 -0.4504 2.259
N 6.517523 -1.502250 -3.390752 -0.1335 0.9209 1.3572 0.514
O 7.077235 -2.788135 -3.399646 -0.0375 -0.4289 -0.4797 -0.535
C 4.409310 -2.215182 -2.457371 -0.5684 -0.7761 0.1079 -1.530
C 4.666626 -2.114757 -4.959249 0.6749 -0.4512 -0.1630 -1.764
C 8.729083 -0.472450 -3.100298 -0.1989 -1.1640 0.2458 -2.041
H 6.975978 -0.673960 -6.083740 0.1965 0.2767 -0.1615 0.284
H 8.086052 -1.888968 -5.459757 -0.3490 -0.1008 0.0531 0.382
H 8.746065 -0.366801 -5.714352 -0.3608 0.6359 -0.1348 0.452
H 6.825530 1.221970 -2.804494 0.2818 -0.1019 0.0891 0.419
H 7.546064 1.600645 -4.351727 -0.1122 -0.0461 -0.2540 0.540
H 5.401602 0.784584 -5.404134 -0.2707 0.1500 -0.0449 0.172
H 5.063548 1.998292 -4.153994 -0.2369 -0.0657 -0.1177 0.480
H 3.538789 -0.047067 -3.882549 -0.0168 0.2359 -0.0410 -0.570
H 4.608809 0.318399 -2.528593 -0.1527 -0.2331 0.1083 0.591
H 3.333165 -2.303366 -2.635105 -0.0307 0.2031 -0.0218 -0.663
H 4.752334 -3.248684 -2.359871 0.1614 0.0447 -0.0344 0.694
H 4.537647 -1.716440 -1.497386 0.2099 0.1195 -0.0965 0.621
H 3.595593 -2.250567 -5.122579 -0.0894 0.0183 0.3810 0.072
H 5.047077 -1.531056 -5.798628 -0.0003 0.0820 0.0598 0.336
H 5.156689 -3.090577 -5.012691 -0.1909 -0.0764 -0.1799 0.516
H 8.446104 -0.293869 -2.061650 0.2310 0.3605 0.0089 0.455
H 9.452078 0.240743 -3.490003 -0.1885 0.2782 0.1292 0.408
H 9.226553 -1.446214 -3.104847 -0.0309 -0.0015 -0.1353 0.408
H 7.159375 -3.048723 -2.475100 -0.0031 0.1893 0.0098 0.358
```
Forces are in eV/Å.